# C6H13N2O2

An isolated ion of composition C6H13N2O2 and charge -1 (ωB97M-V with the def2-TZVPD basis set, the OMol25 dataset).

As for the charge: -1. As for the HOMO-LUMO gap: 6.95 eV. The value obtained for the energy above the lowest of the compared OMol25 structures with the same formula, charge and spin is 0.0 kcal per mole. The SMILES is C[C@H](NCCCN)C(=O)[O-]. The LUMO energy is 3.33 eV. For the HOMO energy, the calculation gives -3.620 eV.

Each line ends with the Löwdin charge.
CARTESIAN COORDINATES (ANGSTROEM)
1 C 1.622 0.154 1.423  -0.089
2 C 1.355 0.116 -0.126  -0.309
3 N 0.882 -1.178 -0.643  -0.056
4 C -0.483 -1.504 -0.228  -0.261
5 C -1.585 -0.590 -0.905  -0.173
6 C -2.271 0.387 0.128  -0.285
7 N -1.843 1.807 -0.030  -0.033
8 C 2.725 0.444 -0.897  -0.686
9 O 3.740 0.820 -0.285  -0.084
10 O 2.652 0.321 -2.174  -0.131
11 H 0.855 -0.373 2.046  0.046
12 H 2.652 -0.182 1.701  0.068
13 H 1.574 1.239 1.732  0.071
14 H 0.626 0.917 -0.399  0.117
15 H 1.535 -1.936 -0.462  0.114
16 H -0.635 -1.541 0.891  0.087
17 H -0.680 -2.551 -0.600  0.104
18 H -2.371 -1.239 -1.373  0.091
19 H -1.106 -0.005 -1.729  0.115
20 H -3.378 0.368 -0.072  0.098
21 H -2.097 0.097 1.197  0.098
22 H -1.127 2.012 0.670  0.053
23 H -2.642 2.416 0.133  0.046

Forces on the atoms, in the same order (eV/Å):
C -0.24 0.97 0.20
C 1.43 -0.28 0.46
N -1.15 0.62 0.52
C -0.28 -1.11 -0.68
C 0.37 0.08 0.78
C -0.52 0.25 -0.54
N -0.13 -0.39 0.23
C -0.06 0.26 -2.90
O -0.43 -0.16 0.98
O -0.37 0.02 1.99
H 0.47 0.20 -0.56
H -0.88 0.09 -0.47
H 0.14 -0.97 -0.15
H 0.46 -0.74 0.05
H -0.15 0.34 0.04
H 0.00 0.19 -0.77
H 0.24 0.82 0.47
H 0.63 0.48 0.47
H -0.39 -0.38 0.73
H 0.95 -0.04 0.35
H -0.21 -0.31 -0.93
H -0.27 0.13 -0.37
H 0.39 -0.09 0.10

***

# C4H4N4

The molecule C4H4N4 (ωB97M-V with the def2-TZVPD basis set, the OMol25 dataset).

As for the HOMO-LUMO gap: 8.36 eV. The value obtained for the energy above the lowest of the compared OMol25 structures with the same formula, charge and spin is 130.9 kcal per mole. The SMILES is [H]/N=c1\ccncnn1. The LUMO energy is -1.44 eV. For the HOMO energy, the calculation gives -9.797 eV.

Each line ends with the Löwdin charge.
CARTESIAN COORDINATES (ANGSTROEM)
1 C 1.051 0.245 -0.227  -0.408
2 C 0.019 1.318 -0.481  -0.009
3 C -1.257 0.812 -0.302  -0.168
4 C -0.850 -1.427 0.311  -0.215
5 H 1.927 0.754 1.681  0.124
6 H 0.598 1.967 -0.989  0.061
7 H -2.001 1.604 -0.663  0.123
8 H -0.844 -2.146 1.237  0.148
9 N 1.862 -0.014 0.820  0.088
10 N -1.659 -0.340 0.368  0.072
11 N 0.127 -1.801 -0.587  0.041
12 N 1.026 -0.972 -1.168  0.144

Forces on the atoms, in the same order (eV/Å):
C 2.81 -1.81 4.68
C -0.18 -6.78 1.50
C -0.11 3.02 -1.41
C -0.17 1.28 2.98
H -0.76 -2.03 -3.32
H 0.08 3.68 -1.83
H 0.22 -1.72 0.97
H -0.83 1.03 -2.23
N -2.08 2.89 -1.36
N 2.61 -1.44 -0.95
N 2.55 3.11 -3.14
N -4.12 -1.23 4.08

***

# C42H40N10O4S3Ti

C42H40N10O4S3Ti as an isolated structure (ωB97M-V with the def2-TZVPD basis set, the OMol25 dataset).

As for the charge: +2. As for the HOMO-LUMO gap: 6.11 eV. The value obtained for the energy above the lowest of the compared OMol25 structures with the same formula, charge and spin is 13.1 kcal per mole. The LUMO energy is -6.53 eV. For the HOMO energy, the calculation gives -12.642 eV.

Each line ends with the Löwdin charge.
CARTESIAN COORDINATES (ANGSTROEM)
1 Ti -0.592 -0.446 0.300  1.034
2 C -1.566 5.731 0.284  -0.075
3 C -1.897 4.809 -0.879  -0.222
4 N -2.452 3.526 -0.444  0.010
5 C -1.695 2.518 -0.004  -0.727
6 S -2.504 1.122 0.654  0.831
7 N -0.393 2.621 -0.070  0.042
8 N 0.246 1.508 0.407  -0.079
9 C 1.490 1.653 0.715  -0.250
10 C 2.211 2.948 0.623  0.016
11 C 2.159 0.439 1.192  -0.215
12 C 3.461 0.419 1.655  0.020
13 C 3.982 -0.769 2.146  -0.018
14 C 3.185 -1.897 2.157  -0.009
15 C 1.905 -1.808 1.643  -0.097
16 N 1.400 -0.673 1.163  0.025
17 H -1.149 6.668 -0.085  0.082
18 H -0.829 5.267 0.942  0.058
19 H -2.457 5.964 0.868  0.079
20 H -1.009 4.597 -1.472  0.110
21 H -2.631 5.265 -1.542  0.121
22 H -3.446 3.441 -0.321  0.129
23 H 1.509 3.774 0.599  0.079
24 H 2.784 2.968 -0.311  0.110
25 H 2.903 3.068 1.455  0.074
26 H 4.059 1.317 1.645  0.127
27 H 4.999 -0.808 2.514  0.133
28 H 3.546 -2.846 2.528  0.128
29 H 1.273 -2.680 1.595  0.113
30 C 0.392 -4.198 -2.408  -0.024
31 O -0.518 -4.490 -1.304  0.081
32 C -0.453 -3.456 -0.501  -0.353
33 N 0.326 -2.479 -0.765  0.122
34 C 1.062 -2.860 -2.021  -0.180
35 C 2.576 -2.919 -1.856  -0.152
36 C 3.255 -1.823 -1.329  -0.059
37 C 4.638 -1.810 -1.246  -0.073
38 C 5.378 -2.896 -1.693  -0.069
39 C 4.718 -3.981 -2.244  -0.059
40 C 3.331 -3.988 -2.332  -0.026
41 C -1.264 -3.474 0.725  -0.157
42 C -1.947 -4.582 1.195  0.071
43 C -2.602 -4.480 2.414  0.027
44 C -2.532 -3.293 3.132  0.065
45 C -1.826 -2.245 2.576  -0.135
46 N -1.222 -2.325 1.391  0.081
47 C -1.584 -0.942 3.202  -0.342
48 N -0.843 -0.093 2.606  0.029
49 C -0.739 1.093 3.481  -0.227
50 C -1.701 0.740 4.643  -0.001
51 O -2.114 -0.637 4.366  0.072
52 C 0.687 1.322 3.926  -0.194
53 C 1.262 2.581 3.812  -0.036
54 C 2.553 2.809 4.277  -0.066
55 C 3.273 1.776 4.857  -0.065
56 C 2.702 0.513 4.973  -0.069
57 C 1.416 0.288 4.510  -0.036
58 H -0.205 -4.130 -3.310  0.133
59 H 1.070 -5.039 -2.458  0.114
60 H 0.828 -2.111 -2.775  0.130
61 H 2.695 -0.949 -1.039  0.071
62 H 5.143 -0.939 -0.846  0.104
63 H 6.459 -2.887 -1.632  0.112
64 H 5.279 -4.825 -2.621  0.114
65 H 2.867 -4.844 -2.802  0.102
66 H -1.954 -5.494 0.614  0.141
67 H -3.150 -5.324 2.810  0.134
68 H -3.006 -3.173 4.096  0.140
69 H -1.101 1.959 2.928  0.118
70 H -2.601 1.348 4.663  0.140
71 H -1.215 0.746 5.613  0.140
72 H 0.693 3.393 3.370  0.123
73 H 2.987 3.799 4.203  0.117
74 H 4.272 1.956 5.234  0.116
75 H 3.258 -0.291 5.439  0.117
76 H 0.974 -0.698 4.616  0.125
77 N -6.308 1.725 -5.058  0.150
78 C -5.319 1.110 -4.374  -0.290
79 C -4.315 0.392 -5.053  -0.003
80 C -3.308 -0.225 -4.358  -0.082
81 C -3.255 -0.128 -2.962  -0.319
82 C -4.253 0.566 -2.273  -0.065
83 C -5.269 1.174 -2.966  -0.007
84 S -1.979 -0.961 -2.155  0.662
85 O -2.376 -1.377 -0.782  -0.403
86 O -1.511 -1.978 -3.048  -0.242
87 N -0.766 0.005 -1.655  -0.265
88 C 0.128 0.622 -2.523  -0.702
89 S -0.327 1.376 -4.007  1.106
90 C 1.314 1.821 -4.254  -0.363
91 C 2.065 1.399 -3.212  -0.216
92 N 1.392 0.714 -2.227  0.056
93 H -6.402 1.594 -6.049  0.115
94 H -7.082 2.144 -4.577  0.113
95 H -4.351 0.312 -6.132  0.124
96 H -2.556 -0.794 -4.888  0.115
97 H -4.239 0.597 -1.194  0.055
98 H -6.055 1.690 -2.428  0.120
99 H 1.628 2.343 -5.145  0.078
100 H 3.134 1.539 -3.124  0.115

Forces on the atoms, in the same order (eV/Å):
Ti -0.58 -0.25 0.18
C 0.01 0.00 0.02
C -0.01 -0.01 -0.01
N 0.04 0.07 0.01
C 0.00 -0.03 -0.02
S 0.05 -0.11 0.01
N -0.02 0.01 0.01
N 0.07 0.01 -0.05
C 0.02 0.06 0.10
C 0.07 -0.03 -0.16
C 0.01 -0.04 -0.02
C 0.06 0.00 -0.01
C 0.02 0.00 -0.03
C 0.02 -0.03 0.01
C -0.03 0.01 -0.01
N 0.02 -0.02 -0.11
H -0.01 -0.02 0.00
H -0.02 0.01 -0.01
H 0.02 -0.01 -0.01
H 0.01 -0.01 0.00
H -0.03 0.00 0.01
H -0.02 -0.01 -0.03
H -0.01 0.00 0.01
H -0.02 0.00 0.02
H 0.00 0.00 -0.02
H -0.02 -0.01 0.00
H -0.02 0.00 0.00
H 0.01 0.01 -0.01
H -0.01 -0.01 0.00
C -0.02 0.05 0.04
O 0.00 -0.08 0.01
C 0.08 0.09 -0.07
N -0.04 -0.04 -0.02
C 0.00 -0.05 0.06
C 0.01 -0.05 -0.02
C 0.01 0.02 -0.06
C -0.02 0.00 0.03
C 0.01 0.00 0.00
C 0.02 0.00 0.00
C -0.03 -0.03 0.05
C -0.02 -0.04 0.00
C -0.01 -0.03 0.00
C 0.00 -0.01 0.00
C -0.02 0.01 0.02
C 0.01 0.00 0.07
N -0.03 0.14 -0.05
C 0.07 0.13 -0.01
N -0.03 0.00 -0.09
C 0.09 -0.05 -0.03
C 0.02 -0.04 -0.03
O -0.02 -0.04 0.08
C -0.02 -0.01 0.06
C -0.02 0.03 0.01
C -0.02 0.02 0.01
C 0.01 -0.01 0.02
C -0.02 0.03 0.03
C 0.00 0.00 0.02
H -0.02 0.01 -0.01
H -0.01 -0.02 -0.03
H 0.01 0.07 0.01
H -0.03 0.06 0.02
H -0.01 -0.01 0.00
H -0.02 0.00 -0.01
H -0.01 0.01 0.00
H 0.04 0.02 0.01
H 0.00 0.00 0.00
H 0.00 0.00 0.00
H 0.00 -0.01 0.00
H 0.00 0.03 -0.02
H -0.01 0.01 -0.01
H 0.00 0.01 0.04
H 0.02 -0.03 0.01
H -0.01 -0.02 0.00
H -0.02 0.00 -0.01
H -0.01 0.01 -0.01
H 0.01 0.02 0.00
N 0.01 -0.02 0.01
C 0.02 0.00 0.03
C -0.04 0.03 -0.03
C 0.07 -0.04 -0.06
C 0.00 -0.01 0.06
C 0.00 -0.02 0.05
C -0.02 0.01 -0.04
S 0.04 0.04 0.14
O 0.20 0.01 -0.05
O -0.01 -0.05 -0.03
N 0.20 0.10 -0.11
C 0.15 0.13 0.01
S -0.01 0.06 -0.04
C -0.06 0.01 -0.01
C 0.03 -0.03 0.04
N -0.06 -0.02 -0.06
H 0.00 0.00 -0.01
H -0.01 0.01 0.01
H 0.00 0.01 0.02
H -0.04 0.02 0.03
H 0.00 0.01 0.01
H 0.01 -0.01 -0.01
H -0.02 -0.03 0.04
H -0.05 -0.01 0.01